Record 1
Entry from the OMol25 dataset: a 2-piece molecular cluster, C5H7O2S overall (wB97M-V/def2-TZVPD).

Net charge: -1
E_HOMO in eV: -2.100

```
15
Properties=species:S:1:pos:R:3:lowdin_charge:R:1
C 1.73903 -2.44111 0.95040 -0.497
C 0.20243 0.46671 -1.92404 -0.412
C -0.21567 0.61676 -0.45641 -0.966
C -0.17954 2.06381 0.18010 -0.114
C -1.18451 -0.34869 0.15896 -0.154
O 2.78458 -2.88095 0.61199 0.099
O 0.77693 -2.36249 1.70827 0.032
S 1.32423 -0.14991 -0.61599 0.732
H -0.39546 -0.27938 -2.39683 -0.060
H -0.92533 2.73003 -0.27684 0.060
H 0.80038 2.43717 -0.01166 0.032
H -0.41846 1.97394 1.24064 0.053
H -1.62433 -0.92408 -0.77646 0.102
H -1.99144 0.16870 0.77049 0.073
H -0.69284 -1.07051 0.83737 0.021
```

***

Record 2
Entry from the OMol25 dataset: a 2-piece molecular cluster, C18H26FN3O2 overall (wB97M-V/def2-TZVPD).

E_HOMO in eV: -7.646

```
50
Properties=species:S:1:pos:R:3:lowdin_charge:R:1
O -1.51583 -3.00086 0.01757 0.019
C -1.43829 -1.92341 -0.61473 -0.408
N -2.56183 -1.07085 -0.64352 -0.060
C -2.82094 0.14158 -1.15928 -0.177
H -1.98657 0.28701 -1.87779 0.113
H -3.81940 0.11268 -1.72530 0.133
C -3.16200 1.04957 0.19586 -0.305
N -1.91546 1.31984 0.72634 0.010
C -0.77919 1.92838 0.35381 -0.299
C -0.59305 2.66159 -0.70019 -0.061
C 0.49544 3.53898 -0.99575 -0.005
C 1.54945 3.27421 -0.29734 -0.230
C 1.61472 2.21487 0.83226 -0.010
C 0.43258 1.84493 1.29095 -0.007
H 0.34348 1.12022 2.00798 0.075
H 2.39225 2.26914 1.69976 0.155
F 2.85259 3.63228 -0.46221 0.026
H 0.59091 3.90262 -1.81509 0.030
H -1.38142 2.95934 -1.39721 0.116
H -1.80165 0.60954 1.64442 0.217
H -3.33967 2.15894 -0.48459 0.193
C -4.38055 0.83000 1.04480 -0.099
C -4.14293 -0.61110 1.37993 -0.200
C -3.95153 -1.57037 0.28498 -0.016
H -3.70533 -2.48013 0.17635 0.022
H -4.67054 -1.57111 -0.57016 0.136
H -5.04074 -1.22420 1.82650 0.166
H -3.27589 -0.68461 1.99728 0.102
H -4.41500 1.34828 1.87423 0.080
H -5.13998 0.81684 0.37242 0.096
C -0.37868 -1.22939 -1.40512 -0.080
C 0.76701 -2.33266 -1.43992 -0.069
N 1.81654 -1.85530 -0.31125 -0.159
C 2.66044 -1.00084 -0.86584 -0.279
C 3.60061 -0.50236 0.27305 -0.378
O 4.42668 -1.31656 0.79961 -0.067
C 3.55157 -2.51504 1.07774 -0.224
C 2.56720 -2.99501 0.43084 -0.260
H 1.87044 -3.71154 0.60541 0.108
H 3.04057 -3.35990 -0.54771 0.162
H 4.24475 -3.41077 1.75904 0.206
H 2.79776 -2.05592 2.33206 0.206
H 4.25306 0.25554 -0.07095 0.119
H 2.99241 -0.13779 1.11173 0.098
H 1.99676 0.05034 -1.25036 0.193
H 3.43077 -1.31656 -1.70989 0.154
H 0.50006 -3.39690 -0.97425 0.140
H 1.37972 -2.54824 -2.27790 0.084
H -0.65476 -1.05532 -2.49249 0.146
H -0.23045 -0.33148 -0.83893 0.088
```

***

Record 3
Entry from the OMol25 dataset: a 4-piece molecular cluster, C2H12N2O3 overall (wB97M-V/def2-TZVPD).

SMILES string: [H]/N=C/NC.O.O.O
E_HOMO in eV: -9.528

```
19
Properties=species:S:1:pos:R:3:lowdin_charge:R:1
H 1.58664 -0.09442 0.07792 0.033
N 1.41697 0.67435 -0.57215 0.065
C 0.16271 0.68793 -0.80559 -0.375
N -0.39630 1.10035 -1.99449 -0.060
C -1.42118 2.14365 -2.07567 -0.108
H -0.59897 0.35325 -0.09854 0.100
H 0.34870 1.43078 -2.60704 0.114
H -1.38926 2.63941 -3.03597 0.076
H -1.25401 2.96764 -1.35101 0.075
H -2.40622 1.83287 -1.72938 0.076
O -0.52715 -0.51754 4.75840 -0.072
H -0.10515 -0.73846 3.92450 0.018
H -0.98748 0.30635 4.48173 0.036
O 2.85980 -6.29460 -1.76201 -0.044
H 3.44821 -5.67971 -1.35455 0.016
H 1.96466 -6.11537 -1.48145 0.028
O -1.14897 1.41244 1.90521 -0.081
H -0.18960 1.51636 1.93305 0.034
H -1.36339 2.37471 1.78705 0.072
```

***

Record 4
Entry from the OMol25 dataset: C27H58NiO3P2SSi as an isolated structure (wB97M-V/def2-TZVPD).

<S²>: 2.01
Multiplicity: 3
E_HOMO (spin up / spin down) in eV: -3.401 / -6.884

```
93
Properties=species:S:1:pos:R:3:lowdin_charge:R:1
P 0.59044 2.68251 -1.55675 0.850
P 1.00226 -1.43246 -1.32876 0.696
C 1.59628 1.29253 -2.49821 -0.386
C 1.13342 -0.17564 -2.76917 -0.380
H 2.66270 1.28299 -2.18225 0.085
H 1.65562 1.66300 -3.54701 0.019
H 0.25275 -0.23810 -3.44263 0.093
H 1.93770 -0.69878 -3.29855 0.008
C 2.62988 -1.97138 -0.75659 -0.266
H 2.41650 -2.57344 0.14684 0.038
H 3.27287 -1.12284 -0.45311 0.051
H 3.17084 -2.59944 -1.48588 0.037
C -0.12058 -2.68398 -1.88668 -0.268
H 0.40487 -3.45275 -2.47721 0.052
H -0.92396 -2.25116 -2.48609 0.052
H -0.54829 -3.14795 -0.98892 0.024
C 1.77910 3.97761 -1.00576 -0.204
H 1.26925 4.51559 -0.18842 0.049
H 2.08438 4.70612 -1.76420 0.038
H 2.67212 3.48338 -0.59678 0.059
C -0.82131 3.14241 -2.65848 -0.182
H -1.28673 2.22577 -3.04873 0.061
H -0.56467 3.80905 -3.48993 0.046
H -1.54654 3.65477 -2.01509 0.042
Ni 0.68740 0.64823 -0.77101 -0.072
C 2.78649 -0.25008 -5.25055 -0.107
C 3.78039 -0.29809 -4.33533 -0.138
C 4.97767 0.52822 -4.49009 -0.187
C 4.75093 2.03411 -4.85396 -0.189
C 3.53757 2.67889 -4.26573 -0.130
C 2.36209 2.70155 -4.93619 -0.170
C 2.25224 2.07564 -6.28068 -0.190
C 2.87388 0.66416 -6.44294 -0.196
C -0.29277 2.12537 0.13166 -0.266
H 1.98543 -1.02001 -5.32802 0.120
H 3.85933 -1.05842 -3.54737 0.105
H 5.62121 0.14778 -5.30562 0.122
H 5.58197 0.49384 -3.57146 0.110
H 5.61610 2.56462 -4.47257 0.101
H 4.82590 2.16034 -5.95616 0.106
H 3.68322 3.21588 -3.30888 0.102
H 1.48342 3.29186 -4.62126 0.095
H 2.74331 2.69359 -7.05363 0.118
H 1.17713 2.01040 -6.55159 0.113
H 2.28984 0.18722 -7.24281 0.108
H 3.88026 0.74480 -6.88516 0.103
H -1.23265 1.57035 0.25288 0.027
H -0.64379 3.21430 0.12738 0.062
H 0.20830 2.03171 1.09976 0.049
C -0.99878 2.43336 4.84350 -0.040
C -0.76232 0.93859 4.54612 -0.639
C 0.73660 0.67960 4.29623 -0.048
C -1.16435 0.15894 5.80163 -0.040
O -1.61728 0.55116 3.45039 -0.165
Si -1.48228 -0.95761 2.66951 -0.163
S -0.16244 -1.21068 1.20487 0.413
O -1.04913 -2.06749 3.81579 -0.190
C -1.46148 -3.40495 4.08730 -0.668
C -0.33123 -4.34793 3.77943 -0.036
C -1.81091 -3.49955 5.54234 -0.043
C -2.67912 -3.84954 3.32391 -0.057
O -3.09744 -1.28883 2.38342 -0.177
C -4.10874 -0.74444 1.52777 -0.649
C -3.71815 -0.77416 0.04937 -0.049
C -5.37087 -1.59487 1.71326 -0.042
C -4.43266 0.68622 1.97733 -0.036
H -0.39924 2.80014 5.69322 0.086
H -2.05611 2.55999 5.07812 0.080
H -0.75097 3.03161 3.96100 0.075
H 1.29767 1.12756 5.12652 0.085
H 0.97036 -0.38781 4.27472 0.075
H 1.08485 1.12358 3.36444 0.066
H -2.22985 0.30381 5.98244 0.091
H -0.96746 -0.91501 5.67387 0.059
H -0.58356 0.51292 6.66301 0.089
H 0.52708 -4.10651 4.39297 0.084
H -0.58047 -5.39617 3.99134 0.090
H -0.01912 -4.29066 2.73569 0.081
H -2.64133 -2.83502 5.78754 0.095
H -2.09633 -4.53409 5.74648 0.090
H -0.96583 -3.22529 6.16434 0.085
H -3.57405 -3.29282 3.57224 0.078
H -2.59087 -3.86062 2.25004 0.084
H -2.91700 -4.88177 3.60488 0.091
H -3.51007 -1.80962 -0.28612 0.092
H -4.55218 -0.39466 -0.57158 0.087
H -2.83146 -0.16190 -0.15617 0.050
H -5.68947 -1.50515 2.75678 0.086
H -6.17706 -1.22068 1.05557 0.088
H -5.17033 -2.64444 1.48531 0.082
H -4.73492 0.63810 3.03471 0.094
H -3.57540 1.34637 1.87944 0.068
H -5.27005 1.06621 1.36469 0.088
```

***

Energy above the lowest of the compared OMol25 structures with the same formula, charge and spin for every record listed, in sequence, given in eV: 2.304 17.771 1.558 1.157.